#P
# C15H15NO5S

A single C15H15NO5S molecule (the ωB97M-V functional and the def2-TZVPD basis, the OMol25 dataset).

The value obtained for the orbital gap is 9.5 eV. As for the spin multiplicity: 1. The structure (SMILES) is O=C(O)CCNS(=O)(=O)c1ccc(Oc2ccccc2)cc1.

```
37
C15H15NO5S (the ωB97M-V functional and the def2-TZVPD basis)
O 1.58245 -0.64918 5.01117
C 1.96786 -1.75275 4.73045
O 3.19697 -2.02945 4.31632
H 3.67442 -1.21125 4.09963
C 1.08217 -2.98031 4.75766
C 0.65147 -3.28084 3.30980
N 0.38192 -2.09166 2.52629
S 1.62838 -1.52214 1.54693
O 2.36252 -0.45407 2.17032
O 2.36219 -2.66750 1.09858
C 0.65966 -0.85201 0.21343
C 0.36505 0.49690 0.19319
C -0.41471 1.01423 -0.82435
C -0.89427 0.16795 -1.82429
C -0.59864 -1.19723 -1.78383
C 0.17802 -1.70453 -0.76260
H 0.43480 -2.74998 -0.71238
H -0.98950 -1.83324 -2.56204
O -1.70907 0.58137 -2.82860
C -1.68911 1.88954 -3.26228
C -0.50683 2.59948 -3.43713
C -0.55218 3.88496 -3.94550
C -1.76333 4.46300 -4.28665
C -2.93726 3.74611 -4.12621
C -2.90546 2.46194 -3.61495
H -3.80958 1.88795 -3.48565
H -3.88383 4.18871 -4.39728
H -1.79098 5.46678 -4.68207
H 0.36752 4.43410 -4.08040
H 0.43833 2.14100 -3.18540
H -0.66214 2.06505 -0.84192
H 0.75839 1.12789 0.97420
H -0.02351 -1.33966 3.06522
H -0.24661 -3.90697 3.31341
H 1.44787 -3.80311 2.77625
H 0.21035 -2.76121 5.37521
H 1.62669 -3.82985 5.16546
```

From a natural (NBO) analysis of the wavefunction, the atomic charges in e read: number 1, O, carries -0.598; number 2, C, carries 0.797; number 3, O, carries -0.682; number 4, H, carries 0.513; number 5, C, carries -0.528; number 6, C, carries -0.226; number 7, N, carries -0.866; number 8, S, carries 2.307; number 9, O, carries -0.948; number 10, O, carries -0.940; number 11, C, carries -0.364; number 12, C, carries -0.172; number 13, C, carries -0.248; number 14, C, carries 0.309; number 15, C, carries -0.255; number 16, C, carries -0.148; number 17, H, carries 0.240; number 18, H, carries 0.232; number 19, O, carries -0.474; number 20, C, carries 0.275; number 21, C, carries -0.233; number 22, C, carries -0.208; number 23, C, carries -0.228; number 24, C, carries -0.191; number 25, C, carries -0.252; number 26, H, carries 0.227; number 27, H, carries 0.217; number 28, H, carries 0.216; number 29, H, carries 0.217; number 30, H, carries 0.221; number 31, H, carries 0.229; number 32, H, carries 0.243; number 33, H, carries 0.406; number 34, H, carries 0.203; number 35, H, carries 0.242; number 36, H, carries 0.227; number 37, H, carries 0.239

---

#Q
# C15H15NO5S

A single C15H15NO5S molecule (the ωB97M-V functional and the def2-TZVPD basis, the OMol25 dataset).

The value obtained for the orbital gap is 9.0 eV. As for the spin multiplicity: 1. The structure (SMILES) is COc1cccc(S(=O)(=O)Nc2ccc3c(c2)OCCO3)c1.

```
37
C15H15NO5S (the ωB97M-V functional and the def2-TZVPD basis)
C -0.48434 -1.98081 2.26550
H -0.82470 -0.95225 2.11315
H 0.35479 -1.98581 2.96654
H -1.29830 -2.57929 2.67144
O -0.13726 -2.59551 1.04258
C 0.86138 -2.05339 0.30871
C 1.58088 -0.91675 0.66692
C 2.54950 -0.43972 -0.19410
C 2.84667 -1.05421 -1.39040
C 2.14891 -2.20528 -1.73138
C 1.16070 -2.69126 -0.90017
H 0.59716 -3.57264 -1.16252
H 2.36887 -2.71597 -2.65614
H 3.61443 -0.63781 -2.02192
S 3.26041 1.15998 0.17503
O 4.47712 1.35842 -0.55108
O 3.24275 1.39056 1.58513
N 2.11986 2.17662 -0.55559
C 0.78213 1.91593 -0.22790
C -0.11814 1.46334 -1.18238
C -1.42127 1.14416 -0.82578
C -1.81840 1.24753 0.51023
C -0.92121 1.73786 1.45240
C 0.36558 2.08024 1.09058
H 1.07166 2.44031 1.81946
H -1.25829 1.83903 2.47191
O -3.06808 0.86107 0.93090
C -3.74849 0.06944 -0.01728
C -3.62573 0.69390 -1.40610
H -4.16188 0.10940 -2.15482
O -2.27346 0.71709 -1.80936
H -4.02561 1.71661 -1.37853
H -4.78867 0.02235 0.30738
H -3.31975 -0.94231 -0.03823
H 0.17231 1.34846 -2.21517
H 2.30023 2.21760 -1.54845
H 1.41822 -0.38690 1.58946
```

From a natural (NBO) analysis of the wavefunction, the atomic charges in e read: number 1, C, carries -0.259; number 2, H, carries 0.186; number 3, H, carries 0.181; number 4, H, carries 0.201; number 5, O, carries -0.506; number 6, C, carries 0.389; number 7, C, carries -0.317; number 8, C, carries -0.313; number 9, C, carries -0.225; number 10, C, carries -0.190; number 11, C, carries -0.260; number 12, H, carries 0.226; number 13, H, carries 0.222; number 14, H, carries 0.239; number 15, S, carries 2.313; number 16, O, carries -0.931; number 17, O, carries -0.927; number 18, N, carries -0.834; number 19, C, carries 0.126; number 20, C, carries -0.294; number 21, C, carries 0.300; number 22, C, carries 0.190; number 23, C, carries -0.227; number 24, C, carries -0.247; number 25, H, carries 0.248; number 26, H, carries 0.230; number 27, O, carries -0.486; number 28, C, carries -0.098; number 29, C, carries -0.098; number 30, H, carries 0.204; number 31, O, carries -0.494; number 32, H, carries 0.181; number 33, H, carries 0.204; number 34, H, carries 0.180; number 35, H, carries 0.226; number 36, H, carries 0.405; number 37, H, carries 0.254

---

Which one is most stable, and which one is least stable? #P is the most stable of them, while #Q is the least stable.

---

#P
# C2H2NPS

A single C2H2NPS molecule (the ωB97M-V functional and the def2-TZVPD basis, the OMol25 dataset).

The value obtained for the orbital gap (spin up / spin down) is 6.5 / 6.5 eV. As for the spin multiplicity: 1.

```
7
C2H2NPS (the ωB97M-V functional and the def2-TZVPD basis)
C -0.92780 0.24988 -0.50847
C -0.67697 -0.89521 0.39821
N -1.80013 1.02935 -1.04401
P -2.42592 2.15691 -1.87562
S -1.27737 -2.39032 0.84161
H 0.16141 0.48106 -0.73122
H 0.25803 -0.75598 0.75592
```

From a natural (NBO) analysis of the wavefunction, the atomic charges in e read: number 1, C, carries -0.111; number 2, C, carries -0.274; number 3, N, carries -0.705; number 4, P, carries 0.725; number 5, S, carries 0.000; number 6, H, carries 0.193; number 7, H, carries 0.172

---

#Q
# C2H2NPS

A single C2H2NPS molecule (the ωB97M-V functional and the def2-TZVPD basis, the OMol25 dataset).

The value obtained for the orbital gap (spin up / spin down) is 8.4 / 8.4 eV. As for the spin multiplicity: 1.

```
7
C2H2NPS (the ωB97M-V functional and the def2-TZVPD basis)
C -0.60677 -0.60083 -0.02683
C -0.75426 0.78278 0.09473
N 0.56736 -1.30983 -0.07385
P 1.96679 -0.67368 0.01146
S 1.73399 1.34582 -0.02756
H -1.49467 -1.15491 -0.29390
H -1.41243 1.61065 0.31596
```

From a natural (NBO) analysis of the wavefunction, the atomic charges in e read: number 1, C, carries -0.075; number 2, C, carries -0.078; number 3, N, carries -0.943; number 4, P, carries 0.957; number 5, S, carries -0.325; number 6, H, carries 0.238; number 7, H, carries 0.226

---

Which one is most stable, and which one is least stable? #Q is the most stable of them, while #P is the least stable.

---

#P
# C2H2NPS

2 unconnected molecules or ions with the total composition C2H2NPS (the ωB97M-V functional and the def2-TZVPD basis, the OMol25 dataset).

The value obtained for the orbital gap is 9.1 eV. As for the spin multiplicity: 1. The structure (SMILES) is C#[N+][S-].C#P.

```
7
C2H2NPS (the ωB97M-V functional and the def2-TZVPD basis)
C -0.97565 -1.64148 -0.34888
C 1.57045 1.40489 -0.00298
N -1.39550 -0.59617 -0.07223
P 2.41866 0.34655 0.72901
S -2.12797 0.66704 0.16706
H -0.56100 -2.51356 -0.24309
H 1.07101 2.33273 -0.22889
```

From a natural (NBO) analysis of the wavefunction, the atomic charges in e read: number 1, C, carries 0.095; number 2, C, carries -0.751; number 3, N, carries -0.408; number 4, P, carries 0.516; number 5, S, carries 0.106; number 6, H, carries 0.215; number 7, H, carries 0.226

---

#Q
# C2H2NPS

A single C2H2NPS molecule (the ωB97M-V functional and the def2-TZVPD basis, the OMol25 dataset).

The value obtained for the orbital gap is 8.3 eV. As for the spin multiplicity: 1.

```
7
C2H2NPS (the ωB97M-V functional and the def2-TZVPD basis)
C -0.73703 0.45102 -0.09136
C 0.70570 0.25819 -0.56395
N -1.08807 -0.40624 0.81373
P -0.16613 -1.54220 1.44125
S 1.48609 -1.11568 0.07789
H -1.27620 1.32785 -0.46458
H 1.07563 1.02707 -1.21299
```

From a natural (NBO) analysis of the wavefunction, the atomic charges in e read: number 1, C, carries -0.007; number 2, C, carries -0.444; number 3, N, carries -0.814; number 4, P, carries 0.720; number 5, S, carries 0.098; number 6, H, carries 0.210; number 7, H, carries 0.236

---

Which one is most stable, and which one is least stable? #Q is the most stable of them, while #P is the least stable.

---

#P
# C2H11O4

4 unconnected molecules or ions with the total composition C2H11O4 (the ωB97M-V functional and the def2-TZVPD basis, the OMol25 dataset).

Its total charge is -1. The value obtained for the orbital gap is 8.7 eV. As for the spin multiplicity: 1.

```
17
C2H11O4 (the ωB97M-V functional and the def2-TZVPD basis)
C -0.75490 0.45175 0.74049
O 0.39894 -0.09212 0.14217
C -1.70846 1.05835 -0.30167
H -1.33891 -0.34491 1.24453
H -0.43661 1.15637 1.51868
H -2.74728 1.13063 0.03212
H -1.30509 2.00101 -0.67195
H -1.77514 0.40825 -1.18422
H 0.87254 -1.64934 -1.75660
H -0.22818 -1.13420 -0.91945
O -0.07263 -1.72680 -1.75771
H 2.84878 1.25119 -0.70788
H 1.30405 1.32693 -0.43922
O 2.10053 1.85675 -0.65976
H 0.94074 -2.69928 1.57132
H 0.74915 -1.17125 1.24014
O 1.15247 -1.82331 1.90901
```

From a natural (NBO) analysis of the wavefunction, the atomic charges in e read: number 1, C, carries -0.061; number 2, O, carries -0.951; number 3, C, carries -0.645; number 4, H, carries 0.122; number 5, H, carries 0.140; number 6, H, carries 0.181; number 7, H, carries 0.193; number 8, H, carries 0.212; number 9, H, carries 0.451; number 10, H, carries 0.501; number 11, O, carries -1.029; number 12, H, carries 0.455; number 13, H, carries 0.513; number 14, O, carries -1.008; number 15, H, carries 0.443; number 16, H, carries 0.508; number 17, O, carries -1.024

---

#Q
# C2H11O4

4 unconnected molecules or ions with the total composition C2H11O4 (the ωB97M-V functional and the def2-TZVPD basis, the OMol25 dataset).

Its total charge is -1. The value obtained for the orbital gap is 8.4 eV. As for the spin multiplicity: 1.

```
17
C2H11O4 (the ωB97M-V functional and the def2-TZVPD basis)
C -0.23616 -0.44641 -1.09384
O -0.05112 -0.72480 0.28534
C -1.10538 -1.53611 -1.69512
H 0.73426 -0.31837 -1.48989
H -0.79360 0.50239 -1.12885
H -1.11208 -1.29122 -2.79429
H -2.07347 -1.21958 -1.35596
H -0.85413 -2.59108 -1.59617
H 2.15528 -1.85803 0.13557
H 1.99643 -0.50502 0.25222
O 2.69560 -1.04573 -0.04657
H -1.77089 1.17106 0.93462
H -1.08347 2.29171 1.45469
O -2.04811 2.10605 1.26106
H 0.90697 1.59951 0.24650
H 0.26932 0.36475 0.96264
O 0.61294 1.38309 1.13926
```

From a natural (NBO) analysis of the wavefunction, the atomic charges in e read: number 1, C, carries -0.074; number 2, O, carries -0.953; number 3, C, carries -0.620; number 4, H, carries 0.143; number 5, H, carries 0.128; number 6, H, carries 0.167; number 7, H, carries 0.203; number 8, H, carries 0.199; number 9, H, carries 0.468; number 10, H, carries 0.490; number 11, O, carries -0.973; number 12, H, carries 0.480; number 13, H, carries 0.500; number 14, O, carries -1.004; number 15, H, carries 0.440; number 16, H, carries 0.487; number 17, O, carries -1.082

---

Which one is most stable, and which one is least stable? #P is the most stable of them, while #Q is the least stable.

---

#P
# C3HNO2

A single C3HNO2 molecule (the ωB97M-V functional and the def2-TZVPD basis, the OMol25 dataset).

The value obtained for the orbital gap is 9.4 eV. As for the spin multiplicity: 1. The structure (SMILES) is N#CC(=O)C=O.

```
7
C3HNO2 (the ωB97M-V functional and the def2-TZVPD basis)
O -0.29887 1.17316 1.52330
C 0.31528 0.22662 1.11639
C 0.25130 -0.30336 -0.31917
O 1.12999 -1.03609 -0.69783
C -0.83413 0.06884 -1.24335
N -1.61077 0.22765 -2.08604
H 1.04721 -0.35682 1.70671
```

From a natural (NBO) analysis of the wavefunction, the atomic charges in e read: number 1, O, carries -0.432; number 2, C, carries 0.354; number 3, C, carries 0.384; number 4, O, carries -0.404; number 5, C, carries 0.157; number 6, N, carries -0.203; number 7, H, carries 0.144

---

#Q
# C3HNO2

A single C3HNO2 molecule (the ωB97M-V functional and the def2-TZVPD basis, the OMol25 dataset).

The value obtained for the orbital gap is 9.5 eV. As for the spin multiplicity: 1. The structure (SMILES) is N#CC(=O)C=O.

```
7
C3HNO2 (the ωB97M-V functional and the def2-TZVPD basis)
O -1.01454 1.63808 0.43393
C -0.13444 0.89322 0.76549
C 0.42247 -0.21441 -0.13252
O 1.62119 -0.33189 -0.17456
C -0.42146 -1.09275 -0.96110
N -0.93450 -1.89134 -1.62315
H 0.46129 0.99909 1.69190
```

From a natural (NBO) analysis of the wavefunction, the atomic charges in e read: number 1, O, carries -0.437; number 2, C, carries 0.358; number 3, C, carries 0.390; number 4, O, carries -0.408; number 5, C, carries 0.156; number 6, N, carries -0.203; number 7, H, carries 0.144

---

#R
# C3HNO2

A single C3HNO2 molecule (the ωB97M-V functional and the def2-TZVPD basis, the OMol25 dataset).

The value obtained for the orbital gap is 9.1 eV. As for the spin multiplicity: 1. The structure (SMILES) is N#CC(=O)C=O.

```
7
C3HNO2 (the ωB97M-V functional and the def2-TZVPD basis)
C -0.53991 0.87205 -0.07290
C -0.34497 -0.62221 -0.11227
C 1.16411 -0.74396 -0.10715
H -1.74349 1.11532 0.18671
N 2.31581 -0.72904 0.05032
O 0.36352 1.59886 0.01230
O -1.21508 -1.49102 0.04298
```

From a natural (NBO) analysis of the wavefunction, the atomic charges in e read: number 1, C, carries 0.363; number 2, C, carries 0.397; number 3, C, carries 0.142; number 4, H, carries 0.126; number 5, N, carries -0.210; number 6, O, carries -0.416; number 7, O, carries -0.401

---

Which one is most stable, and which one is least stable? #P is the most stable of them, while #R is the least stable.